1.
147
Properties=species:S:1:pos:R:3 method="wB97M-V/def2-TZVPD" homo_lumo_gap_ha=0.339 multiplicity=1 charge=0 lumo_ev=0.35
O 12.84290 5.97182 13.93806
O 16.24742 6.45073 8.78174
O 15.08287 6.44539 15.62609
O 20.51023 1.54732 10.04050
O 9.64940 4.66776 10.06256
O 16.69674 8.93831 9.33289
O 17.42990 6.32699 5.90912
O 20.03263 5.86768 10.98743
O 18.81396 1.18034 5.70391
O 13.00329 1.48925 11.62295
O 17.12516 -0.37649 12.29078
O 14.23042 3.56748 13.24285
O 12.20584 4.91286 5.73297
O 15.81187 2.27360 15.02004
O 17.93877 4.36618 14.71477
O 16.78640 2.50120 12.20724
O 12.71680 -0.92848 10.08580
N 12.06492 3.50595 9.21469
N 17.01279 0.80452 9.04091
N 17.71306 9.84300 12.78805
N 10.30282 6.63391 13.27222
N 23.49156 6.90239 10.58449
N 19.81089 -0.67130 12.98590
C 22.18787 6.57384 10.24522
C 14.02366 3.57595 7.81316
C 11.68487 4.30700 6.85878
C 21.30284 6.13304 11.46904
C 11.73780 6.25963 5.53604
C 17.32332 9.33160 8.07287
C 20.53484 -0.23476 11.80171
C 11.49565 6.81517 11.11535
C 20.25629 2.93072 9.72095
C 8.58079 5.36264 9.50081
C 17.60143 0.31779 7.78058
C 19.13105 5.66531 11.99804
C 20.28773 -1.32964 10.71603
C 10.18239 6.51518 11.80131
C 18.12458 1.53229 6.95215
C 19.15176 2.22370 4.82238
C 17.40002 5.28768 6.91966
C 15.85974 8.26336 12.33314
C 22.41667 5.46374 9.16699
C 17.44798 5.79011 8.39842
C 9.82768 5.03439 11.46594
C 20.06849 1.16201 11.36065
C 16.55564 -0.34288 6.94177
C 13.98065 -0.41381 10.51377
C 17.16473 9.02640 11.74931
C 15.93129 3.39711 11.51352
C 17.11706 9.79623 10.40744
C 13.86101 0.38827 11.83477
C 12.60879 4.24442 8.11112
C 15.11409 4.30368 12.42220
H 18.30317 2.53189 4.21162
H 11.75692 7.86114 11.27594
H 16.83099 8.76728 7.28087
H 15.27587 2.82341 14.44852
H 8.87711 6.40536 9.38659
H 15.25093 2.87358 10.84188
H 16.44241 -1.29571 7.45887
H 11.27776 6.68889 10.05485
H 12.32677 -1.44435 10.79528
H 14.21210 6.28476 15.26249
H 17.13185 0.11698 9.77113
H 17.38005 10.41036 7.92737
H 16.53563 6.52183 5.61945
H 14.98689 8.84914 12.62137
H 12.94389 5.13958 13.47611
H 19.59411 3.04971 5.37929
H 17.30518 3.83265 15.19450
H 21.17237 6.89594 12.23653
H 15.36125 2.29403 15.86428
H 16.94795 0.48524 11.91363
H 16.44185 4.80505 6.72707
H 21.01693 -1.12599 9.93188
H 15.16715 5.80980 16.33684
H 13.45227 -0.22480 12.63801
H 17.53615 1.55250 9.47304
H 14.86642 0.65497 12.16053
H 18.42643 -0.37131 7.96119
H 12.83199 5.24462 8.48246
H 14.68873 -1.20924 10.74622
H 21.43642 5.25536 8.73828
H 18.82300 6.59542 12.47563
H 16.58918 10.73784 10.55846
H 20.20849 1.90436 12.14641
H 23.05070 5.83809 8.36327
H 17.13486 10.65268 12.96179
H 14.42582 0.28233 9.80291
H 13.87027 2.50077 7.72068
H 18.20191 4.57473 6.72785
H 16.17070 7.79567 13.26731
H 23.92921 6.92763 9.67459
H 12.13248 6.62686 4.58869
H 17.67719 4.91141 9.00130
H 14.77456 3.61233 8.60241
H 15.70855 4.89189 13.12129
H 16.80952 -0.69266 5.94112
H 14.38408 4.06113 6.90607
H 8.88457 4.79129 11.95537
H 19.27195 -1.34486 10.32097
H 9.49585 7.24074 11.36504
H 17.31716 2.23119 6.73374
H 18.53082 10.29325 12.40249
H 11.47659 3.30260 6.49012
H 17.87595 8.23036 11.52891
H 18.25808 6.48187 8.62927
H 13.70435 3.03346 12.64311
H 16.59627 3.97329 10.87016
H 12.17666 6.94459 6.26154
H 7.72495 5.35485 10.17577
H 10.50779 4.30526 11.90629
H 19.87319 1.88040 4.08091
H 18.75483 1.98796 7.71585
H 18.12574 10.14688 10.18903
H 21.58691 -0.26985 12.08459
H 21.71352 7.43099 9.76732
H 19.49643 4.88842 12.66964
H 8.30039 5.07604 8.48724
H 12.31145 6.17691 11.45476
H 18.13597 5.36824 11.66688
H 15.62518 0.22482 6.94849
H 22.82475 4.51545 9.51676
H 14.61600 5.13790 11.92815
H 20.53551 -2.35058 11.00656
H 20.06081 -0.06516 13.75417
H 9.41106 6.49965 13.72699
H 18.99165 1.16444 11.19172
H 18.05633 -0.35498 12.51147
H 17.63757 5.26621 14.83906
H 10.36341 7.63073 13.42310
H 16.87034 2.79956 13.11582
H 12.87055 1.63462 10.68335
H 15.63214 7.51750 11.57157
H 20.23109 -1.56014 13.21716
H 21.76991 5.23149 11.86547
H 16.43210 7.33489 9.10695
H 23.74857 6.07442 11.10267
H 20.69818 3.13379 8.74545
H 11.96434 6.27113 13.70403
H 10.64955 6.30887 5.57338
H 11.38592 4.04452 9.73333
H 18.36202 9.00171 8.09191
H 11.56691 2.71891 8.82396
H 20.69794 3.69994 10.35448
H 19.17610 3.06322 9.78204
H 10.69362 4.69507 7.09311

=====

2.
90
Properties=species:S:1:pos:R:3 method="wB97M-V/def2-TZVPD" homo_lumo_gap_ha=0.217 multiplicity=1 charge=+2 lumo_ev=-6.77
Cd 0.42800 0.40900 -0.61441
Br 1.14689 3.34046 -3.39145
P -0.55328 -1.94804 -0.80939
P 2.84219 0.63208 -1.57295
O 0.35908 0.13321 2.04551
N -5.77793 -1.16691 2.56688
N 2.05919 0.24539 3.58219
N -0.08882 -0.40904 4.24254
C -0.52566 2.81195 -2.56509
C -4.94276 1.06706 1.08954
C -4.70779 0.99031 2.49101
C 2.91922 0.61409 2.47556
C -0.83970 3.41126 -1.34232
C 1.75905 -3.53704 -0.17835
C -5.48850 -0.07272 0.45255
C -4.52371 2.21473 0.32770
C 2.71204 -0.34063 4.75403
C -1.50543 2.21570 -3.38256
C -3.13211 2.67829 -1.64167
C -5.11302 -0.16375 3.16162
C -1.47241 -1.66067 -3.47572
C -2.32521 -2.34853 -0.45805
C -6.00083 -1.10871 1.25429
C -2.82153 2.20625 -2.94225
C -2.67092 -2.64519 0.99171
C 4.24377 3.19500 -1.80361
C 0.24393 -3.43136 -0.04880
C 0.75283 -0.00644 3.23375
C 4.27093 -0.51951 -1.34038
C 2.37032 0.41317 -3.35759
C 0.06373 0.07054 5.59669
C 5.64616 0.00311 -1.77419
C -0.53221 -2.46440 -2.58346
C -1.39156 -0.91904 3.88809
C 3.29367 2.33979 -0.96277
C 3.38901 0.53824 -4.48971
C -4.30207 2.13739 -1.01391
C -2.16394 3.40210 -0.91127
H 2.83871 0.68583 -5.43285
H 0.50698 -2.39943 -2.93807
H -0.93690 0.16582 6.03461
H 4.38747 4.16602 -1.30722
H 1.83496 -0.55364 -3.43122
H 2.34260 2.88654 -0.82812
H 5.62891 0.43367 -2.78417
H -5.49139 -0.18257 -0.63506
H 0.58100 1.04345 5.61948
H 3.70846 2.22294 0.05735
H 6.37263 -0.82444 -1.79941
H -1.29238 -1.77697 3.20872
H -2.04340 -3.43496 1.43154
H 6.03622 0.75776 -1.07961
H 3.75741 -0.56744 4.49760
H -1.33892 -0.57410 -3.37227
H -2.58818 -1.74562 1.61945
H 4.26303 -0.77902 -0.25952
H 4.06488 1.39696 -4.37801
H -2.52513 -1.89238 -3.26076
H -1.23972 1.76605 -4.33972
H -4.93608 1.50511 -1.65716
H -2.57064 -3.21164 -1.09136
H -2.91526 -1.49423 -0.81325
H 3.88531 0.93859 2.87909
H -2.45630 3.90948 0.01306
H -0.03094 3.85449 -0.74933
H -4.92981 -0.26388 4.23038
H -0.24338 -4.29948 -0.52309
H -1.86283 -1.28067 4.81288
H -0.81540 -3.52879 -2.57713
H 5.23465 2.73424 -1.91047
H 2.73138 0.36522 5.60533
H 2.06950 -4.50438 0.23852
H 3.06736 -0.23969 1.78707
H 1.58754 1.18303 -3.55357
H 3.97948 -0.38053 -4.60627
H -4.37928 3.17050 0.86291
H 2.43988 1.42901 1.91993
H -0.03827 -3.43191 1.01338
H -1.27753 -1.92421 -4.52375
H 4.06183 -1.46342 -1.88105
H -6.59821 -1.90459 0.79300
H 2.22264 -1.27891 5.06560
H -3.71569 -2.98045 1.04848
H 2.27141 -2.74902 0.39040
H -4.16472 1.78364 3.02052
H -2.00789 -0.13948 3.41212
H 3.82444 3.41356 -2.79452
H 2.09604 -3.49160 -1.22194
H 0.62492 -0.63311 6.23216
H -3.64203 1.79150 -3.53842

=====

3.
14
Properties=species:S:1:pos:R:3 method="wB97M-V/def2-TZVPD" homo_lumo_gap_ha=0.383 multiplicity=1 charge=0 lumo_ev=0.79
O 1.95607 -0.34554 -1.05630
N -0.52823 0.46570 1.30213
C -1.37187 -0.48803 -0.48039
C -0.32608 -0.84931 0.58796
C -1.06759 0.90514 0.01385
C 1.12484 -0.19537 0.07506
C 0.39130 1.08318 0.10041
H 2.79776 -0.74440 -0.78668
H 1.69561 -0.38461 0.98541
H 0.85329 2.04750 -0.14816
H -0.33893 -1.77583 1.17707
H -1.08214 -0.73265 -1.50556
H -2.40950 -0.77796 -0.28283
H -1.69453 1.79217 0.01803